# 1
Density functional theory data (ωB97M-V/def2-TZVPD) for a molecular structure, C35H28Br2ClMnN5O2PS in a non-equilibrium geometry.

Geometry as XYZ:
```
76
Properties=species:S:1:pos:R:3
C 0.31 4.31 0.66
C -2.81 2.77 -0.96
C 0.90 -0.05 4.95
C 0.51 2.35 -4.22
H 0.02 5.26 -1.74
C -2.18 1.96 1.25
H -2.37 -0.72 -2.22
H 1.07 7.64 2.45
N 2.27 -3.45 1.89
C -4.61 1.73 0.41
H -1.74 4.96 0.67
N -2.49 -0.35 -0.18
C 3.12 0.44 3.89
C 3.86 0.60 2.73
H -5.75 -0.20 0.55
H -1.73 -5.79 -1.93
C 0.91 -5.17 0.89
C -1.69 -4.73 -1.70
N -0.17 -0.30 2.36
C 1.92 0.10 1.35
C 1.74 0.12 3.83
C 0.53 3.66 -4.67
C 0.86 6.71 1.94
H 1.44 -5.96 1.41
H 2.90 -4.14 2.25
O -0.90 -2.25 -1.07
C -2.99 -0.48 -1.37
C -3.50 1.32 1.42
C -0.42 -0.39 4.74
C -0.44 6.41 1.57
H -3.51 -0.94 1.53
H 2.42 3.93 0.82
H -3.84 1.33 2.46
C 1.89 5.83 1.66
S -4.67 -0.31 -1.62
H -4.85 2.80 -1.48
H -2.50 3.30 -1.85
H 2.91 6.08 1.93
C 3.28 0.44 1.48
C -0.91 -0.49 3.44
C -0.08 -5.46 0.00
C -4.11 2.49 -0.77
H -1.24 7.10 1.77
H -5.49 2.23 0.82
C -3.52 -0.11 0.82
C 1.25 -3.80 1.10
N 0.54 -2.84 0.52
C -1.82 2.49 0.06
Br 4.27 0.71 -0.10
Mn -0.44 -0.29 0.03
C -4.84 0.22 0.12
Br 3.99 0.64 5.57
Cl 0.11 0.45 -2.34
H -1.43 -4.17 -2.60
P -0.01 2.73 -0.18
C 0.31 4.70 -3.78
H -2.67 -4.38 -1.37
H 4.91 0.84 2.79
O 1.32 -0.08 0.23
C 1.62 4.63 1.03
N -0.70 -4.47 -0.68
H -0.39 -6.47 -0.21
C -0.36 -3.16 -0.42
H -1.08 -0.56 5.58
C 0.11 3.13 -1.96
H 0.29 5.72 -4.14
H -1.96 -0.74 3.28
C 1.15 -0.03 2.55
C 0.14 4.45 -2.43
H 0.71 3.86 -5.71
H 1.30 0.08 5.94
C 0.26 2.10 -2.88
H 0.68 1.53 -4.90
H -1.47 1.89 2.06
H 2.55 -2.48 1.91
C -0.72 5.21 0.94
```

Values from the calculation:
Frontier orbital gap (spin up / spin down) (eV): 4.91 / 6.82
HOMO (spin up / spin down) (eV): -12.9 / -12.9
Spin multiplicity: 5
Charge: +2

# 2
Density functional theory data (ωB97M-V/def2-TZVPD) for 2 unconnected molecules or ions with the total composition C4H5Cl in a non-equilibrium geometry.

Geometry as XYZ:
```
10
Properties=species:S:1:pos:R:3
C 0.54 1.18 1.28
H -0.89 -1.81 -0.15
C 0.70 -0.19 1.79
H 1.25 1.90 0.90
H -0.17 1.88 1.60
H -0.52 -0.38 -1.47
C 0.39 -0.38 0.57
H 0.61 -1.55 -0.97
Cl 1.68 -1.87 4.04
C -0.26 -1.05 -0.56
```

Values from the calculation:
Frontier orbital gap (spin up / spin down) (eV): 8.65 / 6.31
HOMO (spin up / spin down) (eV): -10.3 / -8.9
Charge: 0

# 3
Density functional theory data (ωB97M-V/def2-TZVPD) for a molecular structure, C12H30F30K5O6P5 in a non-equilibrium geometry.

Geometry as XYZ:
```
88
Properties=species:S:1:pos:R:3
F -1.38 1.93 0.65
H -2.26 -5.77 10.90
H -1.75 -1.41 -8.82
C 5.21 -7.48 -4.20
H -1.54 -8.05 9.30
P -5.67 8.40 -1.45
C -3.03 -0.06 -6.80
F -7.03 0.51 9.29
F 2.47 10.22 -2.77
F 9.61 3.74 2.49
H -2.09 -0.31 -6.30
F -6.07 10.03 -1.64
F 3.57 11.16 0.15
O 4.31 -7.85 -3.16
F 0.87 1.79 0.04
C -1.21 -5.88 10.62
H 2.40 -4.83 -4.88
C 3.26 -4.28 -4.50
K -0.10 5.72 -3.80
F -5.35 8.77 0.11
F 2.32 12.05 -1.31
K 0.07 -1.95 6.68
F -0.08 0.64 1.83
F 7.57 4.55 3.35
H 3.25 -4.87 -1.89
F -4.70 -0.14 9.11
C -2.45 -0.63 -9.12
F 10.28 5.96 2.18
H -0.53 -7.97 7.15
F 1.44 2.30 2.17
H -3.68 -0.92 -6.83
F -5.12 6.89 -1.20
F 4.47 11.09 -2.08
F 9.48 5.43 4.28
C 4.23 -6.76 -2.19
H -1.30 0.84 -10.47
H -2.54 -7.38 4.73
C -1.52 -7.53 7.25
F 3.75 9.16 -1.07
F 8.27 6.72 2.96
H -3.37 0.93 -6.49
F -7.19 7.95 -1.10
O -2.67 0.42 -8.13
C -1.84 -7.20 8.69
H 3.83 -7.06 -1.22
F -0.89 2.58 2.68
C -2.02 0.02 -10.45
K 6.32 0.00 -0.48
H -2.21 -8.23 6.78
H 5.73 -8.42 -4.42
P 3.10 10.67 -1.32
F 0.03 3.76 0.98
H -3.45 -1.38 -11.74
F -5.25 1.74 10.31
H -4.82 -0.60 -10.78
K 2.56 7.19 4.28
C 3.32 -5.60 -2.70
O 4.13 -4.94 -3.63
H 2.34 -5.93 -3.03
H -1.60 -0.72 -11.13
F -6.35 2.62 8.40
O -1.52 -6.41 6.27
F -4.22 1.91 8.32
H -0.79 -4.89 10.79
F -5.81 0.41 7.40
C -4.06 -0.50 -11.56
F 1.64 10.14 -0.74
P 8.94 5.24 2.78
H -4.54 -0.20 -12.49
H 5.17 -6.24 -2.01
H -2.92 -7.16 8.86
H 5.92 -6.68 -4.00
K -6.18 4.66 3.67
F -4.11 8.82 -1.78
H 2.94 -3.45 -3.88
P -5.58 1.20 8.82
O -3.19 0.53 -11.07
H -1.95 -5.73 4.47
H -0.74 -6.47 11.40
H 3.64 -3.97 -5.47
F 8.30 5.23 1.34
C -1.71 -6.70 4.91
H -3.36 -1.24 -9.16
O -1.07 -6.15 9.23
P 0.00 2.21 1.39
H 4.72 -7.20 -5.14
H -0.80 -7.15 4.49
F -5.86 8.17 -3.10
```

Values from the calculation:
Frontier orbital gap (eV): 6.96
HOMO (eV): -9.9
Charge: 0

# 4
Density functional theory data (ωB97M-V/def2-TZVPD) for 4 unconnected molecules or ions with the total composition C4H16N8O4 in a non-equilibrium geometry.

Geometry as XYZ:
```
32
Properties=species:S:1:pos:R:3
N -0.30 -2.21 2.11
H -1.18 -2.46 -0.37
H -1.09 -2.15 2.72
C -3.04 -2.09 -0.89
N -3.95 -2.22 -1.93
H 5.00 1.84 1.10
H -4.92 -2.14 -1.68
N 0.07 2.18 -2.83
H -1.57 -3.16 -1.94
H 1.74 2.35 0.93
H -3.61 -2.79 -2.67
O 1.31 1.95 -0.94
C 0.08 -1.08 1.45
O 1.05 -1.09 0.66
N 1.93 2.39 1.93
N -0.01 0.23 -1.63
H 0.28 -0.38 -0.86
C 0.50 1.48 -1.74
N -1.79 -2.57 -1.16
H 3.57 1.83 0.18
C 3.26 2.25 2.18
H 0.19 -3.07 1.98
H 1.23 2.56 2.62
H -1.51 0.00 2.16
H -0.59 1.78 -3.46
H 0.51 3.06 -3.00
N -0.62 0.05 1.70
H -0.39 0.82 1.11
N 4.02 2.02 1.06
H -0.66 -0.22 -2.24
O 3.77 2.37 3.29
O -3.29 -1.54 0.17
```

Values from the calculation:
Frontier orbital gap (eV): 9.04
HOMO (eV): -8.8
Charge: 0
Structure (SMILES): NC(N)=O.NC(N)=O.NC(N)=O.NC(N)=O

Quick rundown of energy above the lowest of the compared OMol25 structures with the same formula, charge and spin, same order as above: 76.2; 125.7; 330.6; 6.4 kcal per mole